No. 1
DFT (ωB97M-V/def2-TZVPD) results for C3H2O3Sm as an isolated structure at a distorted geometry.

CARTESIAN COORDINATES (ANGSTROEM)
O 1.10560 -2.83631 0.17882
C 1.65988 -1.82665 0.14434
O 2.52992 -1.01662 0.10914
O 0.26862 0.84488 0.25527
C -0.98049 1.09348 0.44504
C -2.10070 0.81933 -0.22257
H -3.05119 1.26772 0.06731
H -2.07344 0.19792 -1.12843
Sm 2.64180 1.45626 0.15108

As for the charge: +1. The energy above the lowest of the compared OMol25 structures with the same formula, charge and spin comes out at 29.1 kJ/mol. Its spin multiplicity is 8. The expectation value of S² is 15.77. The frontier orbital gap (alpha / beta) is 4.392 / 5.271 eV.

Atom charges from the Mulliken analysis, given in e for atoms 1 to 4:
1. O -0.203
2. C 0.801
3. O -0.527
4. O -0.656


No. 2
DFT (ωB97M-V/def2-TZVPD) results for a 7-piece molecular cluster, C28H38N8OS overall at a distorted geometry.

CARTESIAN COORDINATES (ANGSTROEM)
N 3.56167 -3.47994 -0.87535
C 2.29344 -2.87031 -1.39306
C 2.43580 -2.55206 -2.94571
O 3.03161 -1.24463 -3.10939
C 4.13735 -1.25156 -4.01451
N 3.73230 -1.18326 -5.46788
C 3.74011 -2.34049 -5.99022
S 3.87794 -3.96082 -6.28366
H 3.88220 -2.96201 -0.05135
H 4.27631 -3.47808 -1.61522
H 1.40783 -3.57631 -1.26143
H 2.09105 -1.88073 -0.86914
H 2.98213 -3.38722 -3.49298
H 1.37400 -2.55371 -3.37318
H 4.84766 -0.38727 -3.78536
H 4.75638 -2.20931 -3.90740
N 3.50245 1.00150 -1.36781
C 3.74845 2.27590 -1.79644
C 3.67138 3.11254 -0.70982
C 3.37300 2.31067 0.41842
C 3.27769 1.01096 -0.01938
H 3.48899 0.17749 -1.95585
H 3.95516 2.47892 -2.83580
H 3.81511 4.18249 -0.72601
H 3.24294 2.64584 1.43753
H 3.06885 0.09427 0.51217
N 3.55270 6.63790 1.01235
C 3.92556 7.65589 1.84880
C 3.25801 8.78978 1.45883
C 2.44743 8.44199 0.34885
C 2.64785 7.10777 0.09810
H 3.89048 5.69130 1.06222
H 4.63266 7.48594 2.64576
H 3.34210 9.76157 1.92116
H 1.79013 9.09575 -0.20413
H 2.22712 6.45393 -0.65029
N 0.82579 0.87069 1.99938
C 0.28576 1.80388 2.84305
C -0.75517 1.21331 3.51759
C -0.84253 -0.12815 3.06823
C 0.14713 -0.31154 2.13469
H 1.60396 1.02794 1.37427
H 0.68601 2.80498 2.88920
H -1.38315 1.69281 4.25300
H -1.55046 -0.87609 3.39176
H 0.42566 -1.17856 1.55430
N -1.62616 -4.93667 3.16332
C -1.81738 -3.75601 2.49691
C -2.91325 -3.90021 1.68430
C -3.40677 -5.21601 1.87124
C -2.59410 -5.83078 2.79131
H -0.88975 -5.11860 3.82425
H -1.15774 -2.91778 2.65645
H -3.31646 -3.14285 1.02908
H -4.26190 -5.66289 1.38688
H -2.62027 -6.82427 3.21129
N -1.69404 1.03313 -0.40365
C -2.70556 1.90921 -0.68789
C -3.40317 1.41740 -1.76376
C -2.79213 0.19496 -2.13884
C -1.74206 -0.01709 -1.27935
H -1.01847 1.14306 0.33694
H -2.84090 2.80546 -0.10272
H -4.25851 1.88438 -2.22818
H -3.08809 -0.45720 -2.94691
H -1.02618 -0.82244 -1.21666
N -6.34566 -3.26507 0.04381
C -7.52069 -3.60431 0.65980
C -7.94364 -2.52129 1.38923
C -6.99094 -1.48785 1.20187
C -6.01864 -1.97505 0.36513
H -5.80650 -3.86962 -0.55300
H -7.95190 -4.58443 0.52726
H -8.83937 -2.47647 1.99006
H -7.01513 -0.49780 1.63137
H -5.12346 -1.51683 -0.02782

As for the SMILES: NCCOCN=C=S.c1cc[nH]c1.c1cc[nH]c1.c1cc[nH]c1.c1cc[nH]c1.c1cc[nH]c1.c1cc[nH]c1. The frontier orbital gap is 7.118 eV.

Atom charges from the Mulliken analysis, given in e for atoms 1 to 4:
1. N -0.624
2. C 0.323
3. C -0.579
4. O -0.587


No. 3
DFT (ωB97M-V/def2-TZVPD) results for a 14-piece molecular cluster, H28O14 overall at a distorted geometry.

CARTESIAN COORDINATES (ANGSTROEM)
H -0.49828 -0.16336 -0.43283
H -0.59069 0.72656 0.79580
H 1.00446 0.13969 1.56880
H 0.77960 1.59224 1.95553
H -4.10773 -2.03330 -1.64882
H -5.37645 -2.17687 -2.47331
H 3.94237 -0.36636 -0.73434
H 5.36020 -0.00447 -1.14526
H 1.44351 3.74721 2.35699
H 1.08005 4.25724 0.97214
H -2.77168 -1.57626 3.10742
H -1.78438 -1.53468 4.26221
H 2.94464 1.62894 1.75472
H 3.38877 3.07666 1.88469
H -2.24694 2.09385 -1.11477
H -3.55785 2.61949 -0.55329
H -2.76496 1.95740 4.85677
H -2.97636 1.80130 3.35978
H -2.79481 -1.47093 -4.28754
H -2.74391 -1.35896 -2.77265
H 2.25709 -3.82264 0.11655
H 0.76040 -3.59541 0.25198
H 0.13280 -1.90338 -0.63693
H 0.89214 -2.06857 -1.94313
H 1.79825 -2.15587 -3.62323
H 2.92687 -1.57864 -4.46173
H 1.78823 1.70542 -0.33226
H 1.09923 0.61755 -1.13964
O -0.18906 0.67818 -0.07904
O 1.45185 0.99224 1.61339
O -5.00050 -1.68098 -1.73728
O 4.86276 -0.60975 -0.58385
O 1.44675 3.49115 1.42779
O -2.64450 -1.19926 3.98531
O 3.62680 2.18181 2.15220
O -2.67100 2.35075 -0.28823
O -3.42379 1.68975 4.20616
O -2.22270 -1.64437 -3.53151
O 1.40606 -4.17844 -0.16300
O 0.05050 -1.76247 -1.58686
O 1.97392 -1.52279 -4.32846
O 1.94834 1.06032 -1.03025

The energy above the lowest of the compared OMol25 structures with the same formula, charge and spin comes out at 427.0 kJ/mol. The frontier orbital gap is 9.304 eV.

Atom charges from the Mulliken analysis, given in e for atoms 1 to 4:
1. H 0.263
2. H 0.253
3. H 0.296
4. H 0.273


No. 4
DFT (ωB97M-V/def2-TZVPD) results for a 8-piece molecular cluster, C42H93N2O10S overall at a distorted geometry.

CARTESIAN COORDINATES (ANGSTROEM)
C -4.83062 2.64176 -2.90846
C -5.50717 2.07236 -1.53118
C -4.79230 0.62506 -1.28437
C -5.80924 -0.47432 -0.67448
C -5.05907 -1.56929 0.27076
O -4.51449 -2.58511 -0.61727
C -3.26451 -3.07843 -0.15783
O -3.16115 -4.33307 -0.03887
C -1.98471 -2.19099 0.16112
C -1.46550 -1.26730 -1.00296
C -2.13908 -1.19608 -2.45503
C -1.43258 -2.28313 -3.45548
N -0.41804 -3.14674 -2.72184
C -0.21429 -0.42174 -0.70383
N 0.50885 -0.43589 0.56602
C 1.72443 0.43218 0.62057
S 1.39091 2.19510 0.05718
C 2.21033 3.31016 1.32856
C 0.98996 3.99860 2.16881
C 0.06003 -1.28304 1.66807
C 0.83858 -1.32445 3.05639
C 2.33136 -1.92844 2.97021
C 2.51412 -3.10701 1.88831
C 3.43599 -2.53061 0.69123
C 4.51596 -3.61630 0.12796
C 4.34642 -3.60476 -1.48746
C 4.93627 -2.26067 -2.15754
O 4.01702 -1.12333 -2.05430
C 3.85923 -0.46178 -3.34151
C -1.20770 -2.20854 1.52637
C -1.72889 -3.18947 2.66711
C -2.30738 -2.45827 3.98507
C -2.47230 -0.86672 3.86580
C -3.39721 -0.40894 5.13686
H -4.87178 3.77872 -2.97366
H -5.32505 2.10568 -3.80011
H -3.74058 2.24930 -2.89275
H -6.62944 1.94537 -1.73217
H -5.26930 2.82501 -0.70156
H -3.85487 0.79771 -0.65190
H -4.52843 0.25300 -2.34776
H -6.30576 -0.98192 -1.58873
H -6.62962 0.09747 -0.12042
H -5.86969 -1.96942 0.98622
H -4.28031 -0.98845 0.87088
H -3.25333 -1.48845 -2.44626
H -2.11166 -0.13787 -2.91400
H -0.94712 -1.76235 -4.37697
H -2.24924 -3.02856 -3.80263
H -0.09111 -3.83479 -3.43436
H -0.96018 -3.74663 -2.06182
H 0.16488 0.25986 -1.55091
H 2.28283 0.40716 1.61280
H 2.45473 0.00237 -0.16926
H 2.84984 2.61312 1.98282
H 2.90411 4.08732 0.86278
H 1.21201 5.09641 2.43198
H 0.09102 3.98066 1.44628
H 0.79112 3.44894 3.14900
H 0.29711 -1.86750 3.89791
H 0.95466 -0.22566 3.40310
H 2.55892 -2.39380 4.00539
H 3.08808 -1.06811 2.85929
H 1.53017 -3.56573 1.52517
H 3.10044 -3.95887 2.39369
H 2.71233 -2.17459 -0.12825
H 4.07251 -1.62303 1.02427
H 4.25828 -4.62569 0.59578
H 5.56376 -3.25749 0.44799
H 4.83015 -4.56321 -1.87805
H 3.20619 -3.65970 -1.67130
H 5.91213 -1.91539 -1.63889
H 5.09201 -2.50199 -3.27113
H 3.57772 0.63076 -3.16326
H 2.97071 -0.96134 -3.86760
H 4.82654 -0.47498 -3.95114
H -2.50374 -3.95237 2.32784
H -0.80829 -3.80365 3.01005
H -3.34379 -2.89159 4.20577
H -1.61003 -2.69124 4.87912
H -2.90014 -0.50253 2.87030
H -1.47944 -0.28864 4.01398
H -3.49601 -1.32912 5.83415
H -2.86524 0.38827 5.77972
H -4.46103 -0.10416 4.82215
C 0.23283 -0.56747 -7.81071
C -0.64807 0.44496 -7.10627
O -0.78575 0.10396 -5.73010
H -0.19191 -1.57107 -7.72468
H 0.34202 -0.32033 -8.86909
H 1.22609 -0.60107 -7.35308
H -1.64467 0.45980 -7.55176
H -0.22236 1.45050 -7.17856
H 0.09894 0.10207 -5.34006
C -5.95773 6.63711 -4.94809
C -5.21431 6.90245 -3.65407
O -4.03557 6.10628 -3.59194
H -6.22711 5.58046 -5.02594
H -6.86805 7.23834 -5.00563
H -5.32734 6.86998 -5.81123
H -5.83917 6.64821 -2.79524
H -4.93127 7.95667 -3.57511
H -3.48369 6.34264 -4.34927
C 8.80031 -5.38916 1.02678
C 8.30809 -4.68518 -0.22191
O 7.99086 -3.32877 0.07115
H 8.04020 -5.35406 1.81176
H 9.04213 -6.43355 0.81639
H 9.69171 -4.89486 1.42361
H 7.40544 -5.16861 -0.60252
H 9.06907 -4.70637 -1.00806
H 8.79604 -2.90515 0.39894
C -2.36566 6.26888 -0.63870
C -0.85837 6.16056 -0.51806
O -0.45554 4.79633 -0.59202
H -2.85573 5.70054 0.15642
H -2.68812 7.31090 -0.57768
H -2.70959 5.84965 -1.58892
H -0.52178 6.56040 0.44102
H -0.36127 6.71785 -1.31806
H -0.74851 4.45160 -1.44630
C 8.14310 0.79268 -3.30572
C 9.13832 -0.34810 -3.38789
O 9.24180 -1.00091 -2.12874
H 8.44971 1.51497 -2.54477
H 8.05815 1.30681 -4.26629
H 7.15445 0.42361 -3.01538
H 10.12803 0.02676 -3.65640
H 8.83092 -1.08152 -4.14035
H 8.36421 -1.33823 -1.90140
C -7.23929 -2.54915 6.49738
C -6.87642 -1.08462 6.35303
O -6.43779 -0.81524 5.02548
H -6.37967 -3.18234 6.26201
H -7.57240 -2.77036 7.51396
H -8.03634 -2.82098 5.79919
H -6.06564 -0.82263 7.03625
H -7.73607 -0.44535 6.57591
H -7.16310 -1.04159 4.42792
C 1.11828 2.48209 7.34483
C 1.31172 2.19877 5.86874
O 0.41228 1.18026 5.44130
H 1.28599 1.57700 7.93417
H 1.80672 3.25825 7.68677
H 0.09344 2.80788 7.54514
H 2.32975 1.85302 5.67609
H 1.13376 3.09867 5.27166
H -0.48637 1.49663 5.60661

As for the charge: +1. The frontier orbital gap is 7.474 eV.

Atom charges from the Mulliken analysis, given in e for atoms 1 to 4:
1. C -0.690
2. C -0.531
3. C 0.327
4. C -1.126